Computed, not measured: a cluster of 6 separate species, C17H23BN5O6P in total, with the ωB97M-V functional and the def2-TZVPD basis.

The value obtained for the electronic energy is -1753.10879 a.u. The total charge is 0. The value obtained for the orbital gap is 8.32 eV. The SMILES is CB(O)C1=C(P(=O)(O)O)C(=O)C=CC1=O.CC#N.CC#N.CC#N.CC#N.CC#N. Its spin multiplicity is 1. The calculation puts the largest force on an atom at 0.880 eV/A.

XYZ file:
```
53
C17H23BN5O6P the ωB97M-V functional and the def2-TZVPD basis
C 1.773 -1.963 -0.952
B 1.274 -1.057 -2.121
O 0.668 -1.504 -3.264
C 1.522 0.517 -1.970
C 0.669 1.432 -1.477
P -0.966 0.901 -0.966
O -0.978 -0.347 -0.195
O -1.797 0.726 -2.332
O -1.637 2.118 -0.212
C 1.098 2.858 -1.392
O 0.312 3.783 -1.311
C 2.547 3.126 -1.470
C 3.399 2.233 -1.973
C 2.885 0.928 -2.419
O 3.524 0.171 -3.116
H 2.865 -1.920 -0.919
H 1.409 -1.523 -0.024
H 1.424 -2.990 -1.029
H 1.183 -2.158 -3.749
H -1.552 1.427 -2.952
H -2.582 1.902 -0.082
H 2.894 4.099 -1.159
H 4.459 2.419 -2.082
C -5.307 -0.238 -2.364
C -4.825 0.368 -1.136
N -4.445 0.834 -0.159
H -4.822 0.223 -3.223
H -5.083 -1.303 -2.372
H -6.383 -0.105 -2.457
C 0.540 -4.776 2.320
C 1.585 -3.769 2.249
N 2.398 -2.959 2.206
H -0.447 -4.321 2.271
H 0.612 -5.487 1.498
H 0.597 -5.331 3.255
C 1.441 -2.222 5.823
C 0.467 -3.304 5.823
N -0.296 -4.160 5.807
H 1.663 -1.913 4.802
H 1.057 -1.365 6.373
H 2.369 -2.546 6.291
C 1.387 6.934 -1.992
C 2.582 6.333 -2.561
N 3.519 5.840 -3.004
H 1.458 8.020 -2.018
H 0.506 6.626 -2.551
H 1.257 6.615 -0.960
C -2.689 -1.744 2.040
C -2.729 -3.105 2.550
N -2.761 -4.182 2.945
H -1.750 -1.542 1.529
H -3.494 -1.574 1.329
H -2.797 -1.028 2.853
```

Atomic partial charges in e from the natural (NBO) method, atoms 1 to 6: -1.03, 1.04, -0.91, -0.20, -0.56, 2.36

=====

Computed, not measured: a structure of composition C33H35Cl5O5PS4SiTi at a distorted geometry, with the ωB97M-V functional and the def2-TZVPD basis.

The value obtained for the electronic energy is -7028.73747 a.u. The total charge is +1. The value obtained for the orbital gap is 7.37 eV. Its spin multiplicity is 1. The calculation puts the largest force on an atom at 2.641 eV/A. The value obtained for the energy above the lowest of the compared OMol25 structures with the same formula, charge and spin is 37.8 kcal per mole.

XYZ file:
```
85
C33H35Cl5O5PS4SiTi the ωB97M-V functional and the def2-TZVPD basis
Ti 0.988 -0.204 0.293
C 1.138 3.532 1.789
C 2.640 3.368 1.980
S 3.296 1.856 1.197
C 4.250 1.157 2.587
C 3.469 0.794 3.846
S 2.062 -0.322 3.499
C 0.700 0.495 4.382
C 0.373 1.914 3.942
S 0.094 2.077 2.141
H 0.918 3.770 0.753
H 0.762 4.345 2.410
H 2.915 3.334 3.032
H 3.146 4.221 1.527
H 5.041 1.866 2.833
H 4.708 0.269 2.149
H 3.084 1.677 4.352
H 4.141 0.285 4.537
H 0.906 0.480 5.452
H -0.142 -0.166 4.176
H 1.166 2.609 4.212
H -0.539 2.235 4.443
O 0.379 -2.018 -0.376
S -0.187 -2.339 0.974
O 0.479 -3.356 1.707
O -0.150 -0.973 1.626
C -1.884 -2.682 0.713
C -2.481 -3.788 1.295
C -3.820 -4.021 1.039
C -4.524 -3.151 0.214
C -3.909 -2.041 -0.346
C -2.566 -1.781 -0.102
P -1.732 -0.261 -0.783
C -3.024 0.912 -0.209
C -3.756 1.808 -0.979
C -4.701 2.630 -0.379
C -4.896 2.593 0.991
C -4.132 1.738 1.776
C -3.200 0.909 1.178
C -2.030 -0.611 -2.568
C -1.024 -1.329 -3.221
C -1.130 -1.650 -4.564
C -2.236 -1.230 -5.287
C -3.260 -0.555 -4.644
C -3.170 -0.261 -3.291
H -1.894 -4.441 1.928
H -4.315 -4.877 1.476
H -5.568 -3.340 0.000
H -4.480 -1.371 -0.976
H -3.582 1.902 -2.042
H -5.279 3.309 -0.993
H -5.628 3.243 1.451
H -4.263 1.718 2.850
H -2.593 0.247 1.786
H -0.176 -1.688 -2.658
H -0.347 -2.220 -5.045
H -2.306 -1.448 -6.345
H -4.148 -0.269 -5.193
H -4.006 0.219 -2.804
Cl -0.234 2.705 -6.107
C 0.095 2.334 -4.470
C -0.579 3.003 -3.448
Cl -1.753 4.189 -3.828
C -0.302 2.718 -2.112
Cl -1.042 3.618 -0.853
C 0.619 1.720 -1.779
O 0.882 1.357 -0.521
C 1.275 1.060 -2.822
Cl 2.324 -0.201 -2.303
C 1.044 1.363 -4.152
Cl 1.898 0.535 -5.376
C 3.965 -2.888 2.041
Si 3.668 -2.092 0.365
C 3.140 -3.369 -0.919
C 5.190 -1.175 -0.294
O 2.500 -0.912 0.554
H 4.637 -3.742 1.939
H 3.019 -3.241 2.455
H 4.411 -2.199 2.760
H 3.892 -4.160 -0.959
H 3.055 -2.945 -1.921
H 2.185 -3.827 -0.663
H 5.620 -1.724 -1.134
H 5.974 -1.082 0.460
H 4.941 -0.170 -0.642
```

Atomic partial charges in e from the Mulliken method, atoms 1 to 6: -0.77, -0.91, -1.13, 0.20, -0.50, -1.18

=====

Computed, not measured: a structure of composition C47H31ClF12IN2O4PPt, with the ωB97M-V functional and the def2-TZVPD basis.

The value obtained for the electronic energy is -4637.08515 a.u. The total charge is 0. The value obtained for the orbital gap (spin up / spin down) is 5.99 / 5.19 eV. Its spin multiplicity is 5. The calculation puts the largest force on an atom at 0.586 eV/A. The value obtained for the energy above the lowest of the compared OMol25 structures with the same formula, charge and spin is 0.0 kcal per mole. Its expectation value of S² is 6.094.

XYZ file:
```
100
C47H31ClF12IN2O4PPt the ωB97M-V functional and the def2-TZVPD basis
Pt 0.116 -0.538 -0.246
C 0.341 -6.699 3.653
C 0.083 -5.622 2.640
C -1.095 -5.593 1.895
C -1.340 -4.554 1.041
C -0.404 -3.496 0.844
N -0.751 -2.450 0.081
C -2.028 -2.338 -0.523
C -2.323 -3.113 -1.638
C -3.544 -2.995 -2.281
C -4.507 -2.119 -1.804
C -5.860 -1.999 -2.458
C -4.192 -1.334 -0.697
C -2.961 -1.396 -0.056
C -2.602 -0.513 1.175
O -1.284 -0.445 1.487
C -3.328 -1.159 2.399
F -4.674 -1.094 2.315
F -2.977 -0.605 3.558
F -3.007 -2.465 2.472
C -3.107 0.963 1.010
F -4.427 1.120 0.750
F -2.450 1.565 0.009
F -2.863 1.666 2.124
C 0.838 -3.555 1.562
C 1.012 -4.598 2.450
C 1.992 -2.526 1.433
O 1.875 -1.504 0.573
C 2.293 -1.935 2.865
F 2.939 -0.773 2.777
F 1.153 -1.706 3.536
F 3.056 -2.740 3.644
C 3.260 -3.297 0.910
F 3.011 -3.730 -0.345
F 3.659 -4.377 1.604
F 4.319 -2.475 0.843
H -0.206 -7.611 3.413
H 1.404 -6.933 3.718
H 0.017 -6.369 4.644
H -1.832 -6.380 2.008
H -2.280 -4.503 0.510
H -1.569 -3.806 -1.996
H -3.751 -3.609 -3.152
H -6.096 -2.889 -3.042
H -6.639 -1.862 -1.708
H -5.895 -1.138 -3.131
H -4.948 -0.653 -0.334
H 1.913 -4.640 3.044
Cl 1.173 -0.111 -7.281
C 0.495 0.038 -5.711
C -0.791 0.543 -5.598
C -1.387 0.650 -4.357
I -3.293 1.425 -4.134
C -0.710 0.232 -3.150
O -1.262 0.243 -2.053
C 0.685 -0.233 -3.303
N 1.342 -0.548 -2.182
C 2.579 -1.004 -2.248
C 3.234 -1.181 -3.472
C 2.583 -0.854 -4.633
C 1.270 -0.353 -4.569
H -1.328 0.843 -6.487
H 3.041 -1.246 -1.295
H 4.240 -1.579 -3.486
H 3.060 -0.981 -5.594
O 0.689 1.631 -0.233
P 1.039 2.944 0.380
C 2.586 3.541 -0.330
C 3.561 2.572 -0.573
C 4.757 2.935 -1.171
C 4.983 4.260 -1.526
C 4.018 5.225 -1.279
C 2.816 4.867 -0.680
C 1.249 2.808 2.149
C 0.805 1.640 2.765
C 0.967 1.495 4.136
C 1.560 2.507 4.877
C 2.000 3.675 4.260
C 1.847 3.827 2.892
C -0.240 4.158 0.036
C -0.536 4.396 -1.308
C -1.612 5.198 -1.646
C -2.398 5.757 -0.644
C -2.113 5.512 0.690
C -1.033 4.709 1.035
H 3.367 1.542 -0.292
H 5.515 2.185 -1.362
H 5.917 4.541 -1.996
H 4.197 6.256 -1.559
H 2.054 5.615 -0.494
H 0.338 0.859 2.174
H 0.633 0.588 4.622
H 1.684 2.388 5.946
H 2.465 4.458 4.845
H 2.196 4.727 2.396
H 0.071 3.932 -2.079
H -1.854 5.372 -2.688
H -3.240 6.385 -0.908
H -2.742 5.932 1.464
H -0.816 4.499 2.075
```

Atomic partial charges in e from the Mulliken method, atoms 1 to 6: 5.07, -1.65, 0.20, -1.24, -0.65, 1.12

=====

Computed, not measured: an isolated molecule of C5H10N2O5 at a distorted geometry, with the ωB97M-V functional and the def2-TZVPD basis.

The value obtained for the electronic energy is -681.89710 a.u. The total charge is 0. The value obtained for the orbital gap (spin up / spin down) is 6.81 / 8.38 eV. Its spin multiplicity is 3. The calculation puts the largest force on an atom at 10.418 eV/A. The value obtained for the energy above the lowest of the compared OMol25 structures with the same formula, charge and spin is 0.0 kcal per mole. Its expectation value of S² is 2.011.

XYZ file:
```
22
C5H10N2O5 the ωB97M-V functional and the def2-TZVPD basis
C -0.409 -1.996 -0.458
C 0.313 0.241 -0.730
C 0.003 -0.077 0.837
C 1.394 1.134 -1.257
C -0.762 1.029 1.513
N 0.383 -1.095 -1.217
N -0.772 -1.280 0.657
O -0.695 -3.093 -0.721
O -1.288 0.933 -2.476
O 1.107 -0.654 2.835
O -1.036 0.833 -1.028
O 1.228 -0.303 1.488
H 1.448 1.196 -2.403
H 2.415 1.019 -0.902
H 1.220 2.210 -0.879
H -0.851 0.732 2.656
H -1.718 1.023 1.156
H -0.375 1.955 1.356
H 0.457 -1.276 -2.198
H -1.304 -1.718 1.478
H -2.188 0.732 -2.561
H 1.428 -1.545 2.855
```

Atomic partial charges in e from the natural (NBO) method, atoms 1 to 6: 0.80, 0.35, 0.39, -0.67, -0.63, -0.66